[1]
DFT (ωB97M-V/def2-TZVPD) results for a cluster of 2 separate species, C6H12O in total.

Structure (XYZ):
```
19
Properties=species:S:1:pos:R:3:forces:R:3
C 0.366107 1.323334 1.172613 0.0 0.0 0.1
C -0.636279 0.874643 1.931127 0.1 0.1 0.1
C -1.703011 1.214630 0.914035 -0.2 0.0 0.0
C -0.521389 1.654600 -0.006876 0.0 0.1 -0.1
H 1.436967 1.428232 1.329203 -0.2 -0.1 0.0
H -0.693726 0.452807 2.931238 0.0 0.1 -0.2
H -2.333535 0.401107 0.538416 0.2 0.1 0.1
H -2.340304 2.049708 1.225627 0.0 -0.1 -0.1
H -0.532240 2.699413 -0.334959 0.0 -0.1 0.1
H -0.383551 1.000579 -0.874168 0.0 0.2 0.2
C 1.469587 -1.389942 0.003142 0.2 0.0 0.1
O 0.168244 -1.371968 -0.523961 -0.1 -0.1 0.1
C 0.097187 -1.513951 -1.917812 -0.1 0.0 -0.3
H 1.360743 -1.388958 1.090157 0.1 0.0 -0.2
H 2.049004 -0.496040 -0.283491 -0.1 -0.2 -0.1
H 2.033652 -2.284781 -0.302976 -0.1 0.1 0.0
H -0.956091 -1.393032 -2.187342 0.2 0.0 0.0
H 0.684621 -0.751040 -2.455881 0.0 -0.1 0.2
H 0.434022 -2.509341 -2.248092 0.0 0.2 0.1
```
Forces are in eV/Å.

Computed properties:
highest occupied orbital energy	-9.179	eV
orbital gap	10.260	eV
F_max	0.3	eV Å⁻¹
SMILES	C1=CCC1.COC
E	-310.9554	Eh
total charge	0

Mulliken atomic charge list, values in e, 2 entries:
1 C -0.482
2 C -0.370

[2]
DFT (ωB97M-V/def2-TZVPD) results for the molecule C3H4OS.

Structure (XYZ):
```
9
Properties=species:S:1:pos:R:3:forces:R:3
C -1.268919 -0.861606 -0.229290 -1.2 -3.6 1.0
C -0.314447 0.012421 0.148155 -1.8 2.2 0.5
C 1.243744 0.142758 -0.138937 -1.7 0.7 2.7
O 1.613657 1.500377 -0.187864 1.1 -2.8 -0.5
S 2.294293 -1.144869 -0.022844 -1.3 2.0 -0.8
H -1.172655 -2.078692 -0.159999 0.5 3.1 -1.4
H -2.417979 -0.610278 -0.282219 2.5 -0.1 0.7
H -0.988943 0.846297 0.778589 2.7 -0.9 -2.2
H 1.011248 2.193594 0.094408 -0.9 -0.6 0.0
```
Forces are in eV/Å.

Computed properties:
highest occupied orbital energy	-8.953	eV
orbital gap	8.347	eV
F_max	3.9	eV Å⁻¹
SMILES	C=CC(O)=S
E	-590.0140	Eh
total charge	0

Mulliken atomic charge list, values in e, 2 entries:
1 C -0.523
2 C -0.139

[3]
DFT (ωB97M-V/def2-TZVPD) results for a structure of composition C25H23MgN4O6.

Structure (XYZ):
```
59
Properties=species:S:1:pos:R:3:forces:R:3
Mg -0.067260 0.163117 0.148558 -0.9 1.0 -0.4
O -2.310853 -0.631625 -4.721549 -0.1 -0.1 0.4
C -2.114574 0.694485 -4.699074 0.0 0.2 0.1
C -2.502319 1.430665 -5.820173 0.0 0.0 0.0
C -2.374902 2.807487 -5.836712 0.0 -0.1 0.0
C -1.829065 3.477996 -4.749343 0.0 0.1 0.0
C -1.410160 2.751319 -3.648437 0.0 0.1 -0.1
C -1.548003 1.366882 -3.594644 0.0 -0.1 0.0
C -1.122135 0.667359 -2.346735 0.0 -0.3 0.0
O -0.468395 1.300973 -1.462399 -0.1 0.0 -0.5
N -1.495456 -0.602725 -2.239155 -0.3 0.1 -0.4
N -1.172039 -1.108120 -0.999998 -0.4 -0.4 -0.3
C -1.463451 -2.330279 -0.759922 -0.2 0.2 -0.3
C -1.230917 -2.980053 0.509836 0.1 0.1 0.3
C -1.542126 -4.338591 0.634584 0.0 0.1 -0.1
C -1.318453 -5.039327 1.800745 0.0 -0.1 0.0
C -0.764305 -4.367747 2.892835 0.0 0.0 -0.1
C -0.477692 -3.024002 2.813826 0.0 0.1 0.0
C -0.708103 -2.270394 1.636172 -0.2 -0.1 0.1
O -0.467416 -0.996599 1.618412 0.3 -0.7 0.6
H -2.135921 -0.949743 -3.783464 0.2 0.0 -0.2
H -2.932224 0.898091 -6.658845 0.0 0.0 0.0
H -2.709808 3.359813 -6.707047 0.0 0.0 0.0
H -1.734986 4.556496 -4.759278 0.0 0.0 0.0
H -0.958476 3.251875 -2.801104 0.0 -0.1 0.0
H -1.914925 -2.924393 -1.558901 0.0 0.0 0.0
H -1.975988 -4.844106 -0.222764 0.0 0.0 0.0
H -1.563908 -6.091676 1.866978 0.0 0.0 0.0
H -0.557293 -4.912524 3.807140 0.0 0.0 0.0
H -0.059931 -2.496224 3.663480 0.0 0.0 0.0
C 2.489037 -0.848956 -2.290892 -0.2 0.0 0.2
C 2.678737 -0.887353 -0.777097 0.3 0.2 -0.1
C 4.001498 -1.559274 -0.413384 -0.1 0.1 0.0
O 1.587807 -1.607565 -0.204850 0.1 0.2 -0.2
C 2.674513 0.563847 -0.218686 0.3 0.0 0.0
O 3.581509 1.321480 -0.537991 -0.1 -0.1 0.1
O 1.687413 0.819594 0.567306 0.7 0.2 0.1
H 2.421203 -1.868819 -2.675136 0.0 0.0 0.0
H 3.322793 -0.331174 -2.761500 0.0 0.0 0.0
H 1.565235 -0.319791 -2.532508 0.0 0.0 -0.1
H 3.993299 -2.596352 -0.754347 0.0 0.0 0.0
H 4.151281 -1.543677 0.667844 0.0 0.0 0.0
H 4.824139 -1.022946 -0.884007 0.0 0.0 0.0
H 1.335558 -1.105010 0.590076 0.8 -0.8 0.5
N -0.847124 2.964350 3.069894 0.0 0.0 0.0
C -0.480240 1.803868 2.461268 -0.1 0.1 0.0
N -1.024557 1.659145 1.288533 -0.1 0.3 0.3
C -1.799653 2.786448 1.085026 0.0 0.3 0.3
C -2.610315 3.146218 0.011896 0.1 0.0 0.0
C -3.274546 4.354694 0.086568 -0.1 0.0 -0.1
C -3.160569 5.190326 1.204760 0.0 0.0 0.1
C -2.376782 4.837707 2.288112 0.0 0.1 0.1
C -1.698331 3.628550 2.209037 -0.1 -0.2 -0.4
H -0.532029 3.281501 3.966535 0.0 0.0 0.0
H 0.185647 1.081219 2.905321 0.0 0.0 0.0
H -2.697571 2.492399 -0.843079 0.0 0.0 -0.1
H -3.897471 4.667303 -0.742373 0.0 0.0 0.0
H -3.700258 6.128461 1.221272 0.0 0.0 0.0
H -2.302351 5.482191 3.155622 0.0 0.0 0.0
```
Forces are in eV/Å.

Computed properties:
highest occupied orbital energy	-4.629	eV
orbital gap	7.085	eV
F_max	1.4	eV Å⁻¹
E	-1837.3376	Eh
total charge	-1

Mulliken atomic charge list, values in e, 2 entries:
1 Mg 1.489
2 O -0.699

Which of these has the lowest total charge?
C25H23MgN4O6

What is the F_max in the third record?
1.4 eV Å⁻¹